DFT (ωB97M-V/def2-TZVPD) results for a structure of composition C51H44AsClNO2P2Se2TcTe2 at a distorted geometry.

```
! wB97M-V def2-TZVPD RIJCOSX def2/J DEFGRID3
* xyz 1 4
Tc -0.19 3.18 -0.08
Cl -4.14 2.46 5.94
C -2.93 2.70 4.74
C -1.60 2.36 5.03
C -0.63 2.50 4.07
C -0.95 2.94 2.76
O -0.02 3.00 1.87
C -2.31 3.31 2.48
C -2.73 3.76 1.20
O -2.03 3.80 0.15
C -3.27 3.19 3.50
H -1.34 2.01 6.02
H 0.40 2.25 4.28
H -3.77 4.10 1.11
H -4.29 3.49 3.30
N 1.82 2.21 -0.14
C 2.57 2.24 -1.38
C 3.95 2.13 -1.38
C 4.65 2.22 -2.57
C 3.97 2.42 -3.76
C 2.59 2.51 -3.77
C 1.87 2.41 -2.58
P 0.06 2.65 -2.39
C -0.44 3.39 -3.97
C -0.88 4.70 -4.08
C -1.28 5.19 -5.31
C -1.27 4.37 -6.43
C -0.83 3.06 -6.32
C -0.42 2.56 -5.10
C -0.73 1.01 -2.50
C -0.10 -0.20 -2.29
C -0.86 -1.35 -2.19
C -2.24 -1.30 -2.29
C -2.88 -0.09 -2.50
C -2.13 1.07 -2.59
H 2.42 2.58 0.61
H 1.61 1.23 0.15
H 4.48 2.00 -0.45
H 5.73 2.15 -2.56
H 4.51 2.52 -4.68
H 2.07 2.69 -4.69
H -0.90 5.34 -3.20
H -1.63 6.21 -5.40
H -1.59 4.75 -7.38
H -0.83 2.41 -7.19
H -0.09 1.54 -5.00
H 0.98 -0.25 -2.21
H -0.38 -2.31 -2.04
H -2.82 -2.21 -2.20
H -3.95 -0.04 -2.57
H -2.59 2.03 -2.72
Se 0.81 5.36 -0.18
Te 1.22 9.23 1.77
Te 3.17 7.47 1.63
Se 1.99 5.24 1.80
C 0.75 -2.31 1.03
C 2.09 -2.68 0.41
As 2.29 -4.61 -0.15
C 1.11 -5.51 1.15
C -0.26 -5.31 1.26
C -1.00 -5.99 2.21
C -0.38 -6.90 3.06
C 0.98 -7.13 2.94
C 1.72 -6.44 1.99
C 1.16 -4.56 -1.76
C 0.07 -5.39 -1.98
C -0.62 -5.34 -3.18
C -0.21 -4.50 -4.20
C 0.92 -3.70 -4.01
C 1.59 -3.74 -2.80
P 0.60 -0.47 1.37
C -1.23 -0.39 1.59
C -1.98 -1.22 2.42
C -3.35 -1.09 2.50
C -4.01 -0.14 1.73
C -3.29 0.67 0.88
C -1.91 0.54 0.82
C 1.27 -0.35 3.09
C 0.91 -1.18 4.15
C 1.47 -1.00 5.40
C 2.41 -0.01 5.62
C 2.79 0.81 4.57
C 2.23 0.64 3.32
H 0.60 -2.86 1.96
H -0.06 -2.54 0.33
H 2.90 -2.46 1.11
H 2.27 -2.10 -0.50
H -0.76 -4.61 0.60
H -2.06 -5.83 2.28
H -0.96 -7.42 3.80
H 1.46 -7.86 3.57
H 2.78 -6.62 1.90
H -0.25 -6.08 -1.22
H -1.48 -5.97 -3.33
H -0.74 -4.46 -5.13
H 1.26 -3.07 -4.81
H 2.47 -3.11 -2.66
H -1.50 -2.00 3.00
H -3.92 -1.73 3.15
H -5.09 -0.04 1.80
H -3.79 1.40 0.26
H -1.34 1.15 0.11
H 0.19 -1.97 4.02
H 1.16 -1.65 6.21
H 2.84 0.12 6.60
H 3.53 1.58 4.72
H 2.54 1.28 2.51
*
```

## Properties
Strongest force on any atom = 1.65 eV/A
Relative energy (zero: lowest compared OMol25 entry of this formula, charge and spin) = 1.763 eV
Gap between HOMO and LUMO (alpha / beta) = 0.2509 / 0.2317 Ha
M = 1386.36 u

DFT (ωB97M-V/def2-TZVPD) results for a structure of composition C51H44BN12O3S2Ta at a distorted geometry.

```
! wB97M-V def2-TZVPD RIJCOSX def2/J DEFGRID3
* xyz 0 1
Ta 13.34 -10.66 15.40
C 10.58 -13.47 16.40
C 10.75 -12.03 16.51
N 11.39 -11.37 15.39
N 10.40 -11.26 14.40
C 10.78 -10.58 13.40
S 12.42 -10.13 13.26
S 9.85 -9.91 12.13
C 8.68 -11.21 11.63
C 7.26 -10.92 12.05
C 6.83 -11.41 13.26
C 5.58 -11.05 13.77
C 4.73 -10.24 13.01
C 5.12 -9.84 11.75
C 6.38 -10.15 11.30
C 10.37 -11.24 17.49
C 9.85 -11.80 18.76
C 9.32 -11.25 19.89
C 8.98 -9.84 20.18
C 8.81 -8.83 19.34
C 10.39 -9.74 17.43
O 10.21 -9.03 16.12
H 11.58 -13.84 16.23
H 9.96 -13.64 15.53
H 10.12 -13.94 17.28
H 9.03 -12.14 12.01
H 8.71 -11.18 10.52
H 7.55 -11.95 13.87
H 5.34 -11.41 14.77
H 3.76 -10.00 13.44
H 4.43 -9.21 11.20
H 6.65 -9.92 10.26
H 9.89 -12.91 18.82
H 9.27 -11.95 20.73
H 8.95 -9.61 21.30
H 8.55 -7.78 19.55
C 16.52 -5.95 16.24
C 15.52 -6.70 15.50
C 14.85 -6.41 14.33
C 13.92 -7.44 14.05
N 14.15 -8.40 14.94
N 15.04 -7.88 15.89
B 15.19 -8.50 17.31
N 15.81 -9.87 17.32
N 15.66 -10.74 16.28
C 16.40 -11.85 16.55
C 17.10 -11.58 17.71
C 16.68 -10.42 18.21
C 17.07 -9.71 19.44
C 16.47 -13.11 15.75
C 16.06 -14.29 16.41
C 16.26 -15.45 15.70
C 16.84 -15.54 14.46
C 17.22 -14.41 13.84
C 17.02 -13.17 14.46
N 13.75 -8.56 17.88
N 12.82 -9.33 17.29
C 11.68 -9.10 17.96
C 11.88 -8.28 19.08
C 13.24 -7.95 18.99
C 13.98 -7.09 19.93
C 9.04 -9.08 17.92
C 7.81 -9.83 17.41
C 6.97 -9.32 16.49
C 7.20 -8.01 15.85
C 8.38 -7.42 15.96
C 9.48 -8.02 16.85
C 13.00 -7.30 12.89
C 11.70 -6.84 13.13
C 10.87 -6.41 12.12
C 11.25 -6.52 10.78
C 12.48 -7.12 10.51
C 13.40 -7.39 11.59
H 16.85 -5.08 15.65
H 17.43 -6.47 16.58
H 16.08 -5.59 17.21
H 14.89 -5.51 13.69
H 15.82 -7.79 18.01
H 17.84 -12.18 18.19
H 17.71 -10.36 20.11
H 16.25 -9.34 20.00
H 17.75 -8.82 19.21
H 15.67 -14.28 17.41
H 15.90 -16.38 16.16
H 16.89 -16.50 13.95
H 17.68 -14.43 12.86
H 17.23 -12.17 13.99
H 11.22 -7.89 19.82
H 14.92 -6.80 19.50
H 14.22 -7.60 20.87
H 13.49 -6.13 20.13
H 7.58 -10.82 17.94
H 6.02 -9.80 16.26
H 6.42 -7.57 15.27
H 8.48 -6.34 15.68
H 10.13 -7.25 17.26
H 11.37 -6.88 14.16
H 9.92 -5.98 12.35
H 10.62 -6.08 9.97
H 12.93 -7.17 9.51
H 14.39 -7.77 11.38
N 13.93 -13.92 13.77
C 14.35 -12.68 13.35
O 14.56 -11.77 14.23
C 14.56 -12.34 12.02
C 15.13 -11.02 11.66
N 15.45 -10.00 11.30
C 14.50 -13.28 10.95
N 14.47 -14.00 10.03
H 13.90 -14.69 13.14
H 14.06 -14.07 14.75
O 14.32 -12.16 19.00
C 13.87 -12.20 17.90
N 13.39 -12.26 16.79
*
```

## Properties
Strongest force on any atom = 5.00 eV/A
Relative energy (zero: lowest compared OMol25 entry of this formula, charge and spin) = 0.351 eV
Gap between HOMO and LUMO = 0.2684 Ha
M = 1128.89 u